Here is a structure of composition C23H41AuN2P3Se at a distorted geometry from OMol25. Energies are from ωB97M-V/def2-TZVPD.

## Properties
Multiplicity ... 3
HOMO energy (alpha / beta) ... -15.37 / -15.30 eV
Charge ... +3
<S²> ... 2.029
Largest force on an atom ... 6.847 eV/A
M ... 714.44 g mol⁻¹

Geometry as XYZ:
```
71
C23H41AuN2P3Se | OMol25 | ωB97M-V/def2-TZVPD
Au 0.074 0.007 -0.010
P -1.258 -0.651 1.948
P 1.325 -1.968 -0.561
P -1.750 -0.678 -1.593
H 1.150 2.254 -1.290
C 0.149 1.818 -1.317
C -0.751 2.086 -0.236
H -0.422 2.714 0.593
C -0.825 -0.030 3.643
C -1.578 -2.390 2.275
C -2.907 0.104 1.919
C 2.320 -1.831 -2.049
C 2.491 -2.556 0.652
C 0.404 -3.502 -0.869
C -2.959 0.594 -1.953
C -2.779 -2.087 -1.177
C -1.077 -1.057 -3.213
H -0.249 1.637 -2.319
H -1.825 2.100 -0.425
H -0.637 1.046 3.437
H 0.235 -0.826 3.791
H -1.661 -0.323 4.272
H -0.637 -2.913 2.478
H -2.088 -2.861 1.429
H -2.223 -2.448 3.162
H -2.819 1.195 1.888
H -3.419 -0.191 2.845
H -3.492 -0.237 1.063
H 2.858 -2.782 -2.187
H 3.054 -1.025 -1.953
H 1.711 -1.642 -2.939
H 2.960 -3.460 0.250
H 1.979 -2.811 1.587
H 3.266 -1.811 0.854
H 1.164 -4.276 -1.059
H -0.251 -3.444 -1.744
H -0.180 -3.794 0.012
H -3.622 0.148 -2.705
H -2.494 1.493 -2.368
H -3.545 0.861 -1.067
H -3.403 -2.264 -2.065
H -3.432 -1.859 -0.327
H -2.200 -2.990 -0.963
H -1.941 -1.204 -3.875
H -0.475 -1.970 -3.207
H -0.470 -0.224 -3.587
C 2.720 2.347 -5.474
C 2.020 3.219 -4.613
C 1.710 4.519 -5.018
C 2.091 4.978 -6.288
C 2.788 4.119 -7.153
C 3.100 2.820 -6.754
Se 3.181 0.565 -5.012
H 2.550 0.652 -3.627
H 1.723 2.868 -3.624
H 1.167 5.181 -4.338
H 1.847 5.995 -6.601
H 3.089 4.466 -8.143
H 3.642 2.155 -7.429
N -0.018 -0.014 7.417
C -0.055 -0.040 6.245
C 0.557 0.197 4.791
C 1.723 -0.971 4.496
C 2.135 -0.728 3.165
N 1.696 0.365 2.564
C 1.381 1.532 3.107
C 0.971 1.482 4.437
H 2.084 -1.850 5.091
H 2.823 -1.403 2.726
H 1.365 2.482 2.589
H 0.742 2.373 5.045
```

***

Here is a structure of composition C23H41CeFP2 at a distorted geometry from OMol25. Energies are from ωB97M-V/def2-TZVPD.

## Properties
Multiplicity ... 2
HOMO energy (alpha / beta) ... -10.84 / -10.83 eV
Charge ... +1
<S²> ... 0.752
Largest force on an atom ... 3.561 eV/A
M ... 538.64 g mol⁻¹

Geometry as XYZ:
```
68
C23H41CeFP2 | OMol25 | ωB97M-V/def2-TZVPD
Ce -1.424 1.344 1.579
C -2.370 3.802 1.022
C -2.768 2.986 -0.091
C -3.933 2.264 1.786
C -3.093 3.356 2.181
C -3.716 2.018 0.386
C -1.412 4.943 0.961
H -0.660 4.794 0.173
H -0.882 5.073 1.913
H -1.925 5.893 0.738
C -2.923 3.873 3.567
H -2.128 4.626 3.612
H -2.669 3.075 4.280
H -3.845 4.348 3.929
C -4.836 1.484 2.678
H -5.747 2.054 2.913
H -4.357 1.233 3.632
H -5.152 0.548 2.205
C -4.382 0.974 -0.443
H -5.342 1.331 -0.846
H -4.589 0.067 0.138
H -3.762 0.684 -1.303
C -2.300 3.126 -1.497
H -3.044 3.658 -2.114
H -2.127 2.148 -1.969
H -1.363 3.696 -1.554
C 1.152 1.130 1.912
C 0.957 2.084 0.944
C 1.122 1.898 -0.545
C 0.678 0.519 -1.097
C -0.609 -0.028 -0.519
C -0.713 -0.886 0.550
C 0.433 -1.355 1.421
C 1.554 -0.319 1.737
H 2.179 2.048 -0.830
H 1.509 -0.200 -0.996
H 0.570 2.694 -1.071
H 2.364 -0.443 1.002
H 1.172 1.462 2.957
H 0.834 3.131 1.265
H 1.977 -0.634 2.707
H 0.014 -1.714 2.376
H -1.668 -1.409 0.725
H 0.921 -2.235 0.964
H 0.517 0.648 -2.181
H -1.495 0.126 -1.155
P 3.380 -2.178 -1.336
C 4.703 -2.143 -0.049
C 4.455 -1.783 -2.783
P 1.641 -4.442 -2.160
C 3.341 -4.027 -1.530
C 2.091 -4.890 -3.894
C 1.601 -6.168 -1.515
H 4.303 -2.538 0.893
H 5.018 -1.103 0.101
H 5.556 -2.752 -0.375
H 5.371 -2.388 -2.759
H 4.716 -0.719 -2.712
H 3.914 -1.954 -3.721
H 2.491 -6.721 -1.844
H 0.694 -6.654 -1.893
H 1.563 -6.139 -0.420
H 3.484 -4.498 -0.543
H 4.122 -4.377 -2.228
H 1.210 -5.367 -4.342
H 2.935 -5.592 -3.909
H 2.336 -3.991 -4.471
F -1.648 0.509 3.443
```

***

Here is a structure of composition C23H41FLaP2 at a distorted geometry from OMol25. Energies are from ωB97M-V/def2-TZVPD.

## Properties
HOMO energy ... -9.48 eV
Charge ... +1
Largest force on an atom ... 4.394 eV/A
M ... 537.43 g mol⁻¹

Geometry as XYZ:
```
68
C23H41FLaP2 | OMol25 | ωB97M-V/def2-TZVPD
La 0.085 0.492 1.263
C 2.034 0.356 -0.284
C 1.575 1.720 -0.306
C 2.481 1.291 1.791
C 2.588 0.089 1.004
C 1.797 2.276 0.993
C 1.932 -0.595 -1.429
H 0.940 -0.608 -1.912
H 2.146 -1.629 -1.149
H 2.655 -0.307 -2.208
C 3.099 -1.235 1.440
H 3.595 -1.758 0.608
H 2.310 -1.909 1.828
H 3.854 -1.158 2.240
C 2.988 1.498 3.184
H 3.970 1.033 3.326
H 2.325 1.048 3.952
H 3.081 2.568 3.416
C 1.159 3.503 1.551
H 1.894 4.132 2.063
H 0.391 3.280 2.336
H 0.696 4.122 0.767
C 0.814 2.320 -1.426
H 1.048 3.394 -1.491
H -0.295 2.249 -1.351
H 1.116 1.853 -2.378
C -2.311 -2.157 -2.201
C -1.547 -1.468 -3.053
C -1.659 -0.041 -3.473
C -3.066 0.653 -3.375
C -3.438 1.305 -2.107
C -3.721 0.757 -0.900
C -3.306 -0.599 -0.405
C -3.527 -1.686 -1.500
H -1.388 0.023 -4.543
H -3.863 -0.037 -3.745
H -0.893 0.547 -2.933
H -4.251 -1.268 -2.250
H -2.000 -3.173 -1.930
H -0.789 -2.020 -3.629
H -4.030 -2.536 -1.014
H -2.258 -0.607 0.008
H -3.984 1.461 -0.081
H -3.942 -0.883 0.453
H -3.041 1.458 -4.136
H -3.328 2.396 -2.119
P -6.003 -0.286 -2.590
C -6.848 -1.868 -2.927
C -6.542 0.662 -4.069
P -6.136 1.803 -0.288
C -6.941 0.371 -1.181
C -6.701 3.152 -1.397
C -7.447 2.019 0.984
H -6.991 -2.432 -2.003
H -6.238 -2.455 -3.619
H -7.815 -1.669 -3.392
H -7.577 0.396 -4.309
H -5.909 0.358 -4.912
H -6.454 1.742 -3.923
H -8.426 2.036 0.493
H -7.281 2.966 1.513
H -7.399 1.185 1.695
H -7.081 -0.427 -0.430
H -7.933 0.705 -1.525
H -6.719 4.089 -0.826
H -7.722 2.939 -1.745
H -6.027 3.265 -2.254
F -0.225 -1.222 2.425
```

***

Look up the M of the first one.
714.44 g mol⁻¹

***

charge of number 3 (C23H41FLaP2)?
+1